1.
98
Properties=species:S:1:pos:R:3 method="wB97M-V/def2-TZVPD" total_charge=+1 homo_lumo_gap_ev="4.5 / 7.7" multiplicity=2 e_homo_ev="-6.8 / -10.0"
Y 0.21113 0.17254 0.22436
N 2.98638 -0.03305 3.61074
C 2.16137 0.82941 4.29515
C 2.18832 1.33885 5.58440
C 1.16563 2.20372 5.93942
C 0.16803 2.57256 5.03577
C 0.15078 2.09180 3.74066
C 1.15427 1.19897 3.37645
N 1.37855 0.56457 2.17495
C 2.49461 -0.16028 2.34221
C 3.07175 -0.91865 1.27699
C 4.32301 -1.50437 1.20287
S 4.57242 -2.20415 -0.35326
C 2.98670 -1.68847 -0.79163
N 2.33400 -1.05104 0.12533
H 3.79473 -0.50067 3.98235
H 2.97565 1.09108 6.27863
H 1.15529 2.61216 6.93668
H -0.60443 3.25594 5.35095
H -0.59526 2.40137 3.02006
H 5.10896 -1.50992 1.92794
H 2.58571 -1.91880 -1.75901
O 1.12174 0.82051 -1.78481
N 0.94866 2.01318 -2.32127
C 1.77424 2.40846 -3.30553
C 1.61776 3.61560 -3.93922
C 0.54655 4.43697 -3.58275
C -0.27651 4.03831 -2.55962
C -0.04316 2.83778 -1.87981
S -0.95195 2.43832 -0.48641
H 2.55625 1.70564 -3.55597
H 2.31934 3.90214 -4.70507
H 0.37688 5.36800 -4.09740
H -1.11426 4.62927 -2.22521
C -3.57380 -1.32344 1.92881
N -2.90855 -2.58634 2.12179
C -2.31832 -3.16577 0.94710
P -0.53700 -2.56522 0.72786
C 0.13840 -3.80524 -0.41548
C -0.62443 -4.23677 -1.49882
C -0.09122 -5.13243 -2.40921
C 1.20612 -5.59250 -2.25996
C 1.98789 -5.12616 -1.21503
C 1.45881 -4.23471 -0.29943
C 0.11153 -3.03450 2.36872
C 0.01243 -2.05709 3.35653
C 0.50460 -2.28993 4.62724
C 1.11789 -3.49807 4.91352
C 1.18738 -4.48821 3.94869
C 0.66979 -4.27069 2.68482
C -3.41635 -3.43432 3.12397
C -4.63736 -3.18346 3.75221
C -5.09075 -4.00253 4.77035
C -4.34650 -5.09242 5.18534
C -3.14237 -5.35901 4.55688
C -2.68089 -4.54424 3.54278
P -2.58375 -0.03893 0.98631
C -3.33932 -0.24218 -0.66708
C -4.71734 -0.12380 -0.84156
C -5.27412 -0.27353 -2.09839
C -4.46432 -0.53803 -3.19195
C -3.09383 -0.65838 -3.02620
C -2.53279 -0.51232 -1.76841
C -3.37686 1.48094 1.61506
C -3.24862 1.74622 2.97794
C -3.68371 2.95152 3.49841
C -4.21701 3.91431 2.65930
C -4.32635 3.66452 1.30304
C -3.91646 2.45260 0.77760
H -3.77611 -0.88120 2.90926
H -4.52782 -1.43327 1.38576
H -2.89973 -2.89551 0.05333
H -2.29078 -4.25883 1.01901
H -1.63214 -3.86999 -1.63580
H -0.69385 -5.47383 -3.23738
H 1.60795 -6.31178 -2.95543
H 3.01098 -5.45510 -1.11072
H 2.07009 -3.87616 0.51679
H -0.47214 -1.11549 3.12279
H 0.43081 -1.52709 5.38898
H 1.52545 -3.66917 5.89701
H 1.64532 -5.43779 4.18123
H 0.68683 -5.06854 1.95580
H -5.26360 -2.36377 3.43693
H -6.04082 -3.78470 5.23641
H -4.70232 -5.72349 5.98459
H -2.54957 -6.20871 4.86309
H -1.73441 -4.77747 3.08363
H -5.35209 0.10641 0.00304
H -6.34060 -0.17366 -2.22593
H -4.89976 -0.64648 -4.17354
H -2.45806 -0.85886 -3.87625
H -1.44504 -0.60583 -1.64166
H -2.79166 1.01087 3.62917
H -3.57937 3.15017 4.55461
H -4.52406 4.86810 3.06099
H -4.71869 4.42486 0.64582
H -3.99946 2.27629 -0.28357

2.
77
Properties=species:S:1:pos:R:3 method="wB97M-V/def2-TZVPD" total_charge=+1 homo_lumo_gap_ev="7.4 / 7.4" multiplicity=2 e_homo_ev="-12.3 / -12.3" e_above_lowest_kj_mol=107.7
Ru -0.44750 -1.17778 0.27867
F 3.78904 -4.53402 0.04763
C 3.08057 -4.16847 1.10314
F 1.86788 -4.71928 1.03402
F 3.67517 -4.55725 2.21437
S 2.89232 -2.32745 1.09661
O 1.76906 -2.08119 0.17186
O 4.14690 -1.77061 0.74553
N 2.43330 -2.02921 2.59160
S 0.95178 -1.58388 2.68715
O 0.69300 -0.25601 2.09682
O -0.03491 -2.55566 2.20349
C 0.71528 -1.37815 4.51883
F 1.07834 -0.15006 4.84373
F -0.56979 -1.55234 4.76972
F 1.43681 -2.25979 5.17552
C -2.02637 3.08796 -2.60137
C -0.53590 3.46138 -2.53829
C 0.14030 2.77386 -3.73878
C -0.37105 4.98504 -2.68995
Si 0.19499 2.96882 -0.84462
Br 0.36357 0.43991 -1.34339
C 2.03601 3.32657 -0.55244
C 2.85508 3.09938 -1.83190
C 2.63348 2.42528 0.54452
C 2.15605 4.80211 -0.12606
C -0.97241 3.17625 0.64584
C -0.24684 3.02608 1.99110
C -2.12025 2.15808 0.64515
C -1.55496 4.60363 0.59174
H -2.40262 3.33612 -3.59812
H -2.63295 3.63574 -1.88357
H -2.18026 2.01680 -2.45553
H -0.36116 3.11101 -4.65018
H 0.04721 1.68965 -3.69728
H 1.19290 3.02258 -3.83432
H -0.87699 5.30167 -3.60624
H 0.67799 5.27059 -2.78150
H -0.80766 5.54544 -1.86176
H 2.71346 2.09643 -2.23948
H 3.91558 3.21012 -1.59065
H 2.62043 3.83298 -2.60230
H 2.49294 1.36410 0.33283
H 2.23185 2.63554 1.53022
H 3.71150 2.60596 0.58580
H 1.77657 5.48662 -0.88595
H 3.21242 5.03661 0.03168
H 1.63162 5.00811 0.80829
H 0.20722 2.04594 2.11029
H -0.98474 3.14637 2.79020
H 0.51441 3.79126 2.13821
H -1.75072 1.14481 0.78319
H -2.72618 2.17762 -0.25679
H -2.77739 2.36688 1.49435
H -0.77093 5.36495 0.61586
H -2.18733 4.75192 1.47083
H -2.16909 4.77936 -0.28950
O -4.22368 -6.10840 2.68387
C -3.65248 -6.79186 1.59724
N -2.78577 -5.81182 0.97419
C -2.04200 -6.13742 -0.09619
O -2.03937 -7.24953 -0.58991
C -1.19314 -5.04519 -0.69639
C -0.13678 -5.41561 -1.51832
C 0.63675 -4.43878 -2.11344
C 0.35222 -3.11401 -1.85548
N -0.67129 -2.74608 -1.07167
C -1.44315 -3.70261 -0.51250
H -4.87138 -6.67228 3.11328
H -4.39752 -7.12958 0.87197
H -3.06934 -7.66348 1.90669
H -2.69182 -4.93856 1.46553
H 0.04902 -6.46930 -1.68429
H 1.45415 -4.68700 -2.77495
H 0.92606 -2.31625 -2.30447
H -2.29962 -3.34946 0.04304
F -2.24785 -1.22118 0.37302

3.
8
Properties=species:S:1:pos:R:3 method="wB97M-V/def2-TZVPD" total_charge=+3 homo_lumo_gap_ev="8.3 / 4.9" multiplicity=7 e_homo_ev="-23.4 / -22.1"
O 1.27995 -0.01895 -0.60967
C -1.36674 1.83598 0.88422
C 0.18253 -0.54880 -0.51901
O -0.93406 0.27415 -0.52533
C -1.11945 0.51891 0.81574
Eu 3.70114 -0.33511 -0.88587
H 0.02138 -1.63273 -0.62485
H -1.76476 -0.09345 1.46476

4.
54
Properties=species:S:1:pos:R:3 method="wB97M-V/def2-TZVPD" homo_lumo_gap_ev=9.9 smiles=CO.CO.CO.CO.CO.CO.CO.CO.CO e_homo_ev=-9.5 e_above_lowest_kj_mol=472.6
C 3.28985 -1.97293 -1.05530
O 3.83201 -0.96086 -1.87799
H 4.06116 -2.40382 -0.40615
H 2.49087 -1.59427 -0.42473
H 2.89151 -2.84447 -1.58090
H 4.35876 -1.33459 -2.58669
C 3.82179 -1.10397 2.91428
O 2.82381 -0.26492 2.33366
H 4.80518 -0.70519 2.64812
H 3.73447 -1.15008 4.00300
H 3.74562 -2.11058 2.50879
H 3.08710 0.64984 2.45881
C -3.35069 2.62176 -2.06996
O -3.05521 1.74493 -1.00427
H -4.25698 3.21463 -1.91024
H -2.53080 3.27646 -2.36739
H -3.60957 2.04069 -2.95721
H -2.85709 2.29088 -0.23276
C -5.83726 -0.18448 -0.01947
O -4.51883 -0.13338 0.52987
H -6.08276 0.81206 -0.39684
H -5.85098 -0.90590 -0.84262
H -6.57254 -0.49355 0.71947
H -4.03094 0.52010 0.00528
C 1.91981 1.68232 -1.06390
O 3.32468 1.64896 -1.16358
H 1.50288 2.63003 -1.38805
H 1.46014 0.86222 -1.63646
H 1.63759 1.37746 -0.04598
H 3.61853 0.72126 -1.10594
C -1.52018 -2.07248 -1.56672
O -0.11812 -1.87634 -1.41374
H -1.67067 -2.72304 -2.42599
H -1.92496 -2.65150 -0.72010
H -2.09665 -1.14361 -1.54667
H 0.04246 -1.45207 -0.54279
C 0.77003 -4.44909 0.84602
O 0.39231 -4.44631 -0.52131
H 0.77843 -3.41594 1.20738
H 0.11568 -5.09373 1.43599
H 1.78862 -4.83929 0.97066
H 0.23492 -3.51325 -0.79449
C 0.27752 4.54314 0.75239
O -0.56199 5.52907 1.32729
H 0.19921 4.54576 -0.34026
H 1.34459 4.71178 0.93900
H 0.02612 3.55973 1.14014
H -0.48597 6.32086 0.78951
C -0.57181 0.29784 1.42266
O 0.42741 -0.62790 0.98732
H -1.25018 -0.05245 2.19911
H -0.03026 1.19766 1.71186
H -1.16441 0.47093 0.52525
H 1.14579 -0.75036 1.63264